Entry 1:
A single C5H13N3O molecule in a non-equilibrium geometry. Source: the OMol25 dataset; level of theory: wB97M-V/def2-TZVPD.

Computed properties:
- E (hartree) = -437.813841
- frontier orbital gap (Eh) = 0.3522
- HOMO (eV) = -8.74
- ΔE to the lowest compared entry with this formula, charge and spin (eV) = 1.095

Atoms and positions in Å:
O  -1.070  2.163  0.724
N  0.711  0.666  0.540
N  -1.096  0.291  2.014
N  2.017  -1.178  -0.094
C  -0.409  -0.980  -1.081
C  0.721  -0.721  0.216
C  -1.922  -0.890  -0.967
C  1.353  1.620  -0.360
C  -0.568  1.086  1.018
H  -0.433  0.053  2.741
H  0.897  1.604  -1.354
H  2.421  1.409  -0.444
H  -0.173  -2.022  -1.338
H  -1.950  0.688  2.387
H  -2.294  -1.444  -0.099
H  2.575  -1.321  0.741
H  2.425  -0.742  -0.912
H  1.222  2.634  0.022
H  0.285  -1.329  1.006
H  -2.399  -1.345  -1.843
H  -2.255  0.152  -0.977
H  -0.059  -0.395  -1.939

Entry 2:
2 unconnected molecules or ions with the total composition C2BrClFIO in a non-equilibrium geometry. Source: the OMol25 dataset; level of theory: wB97M-V/def2-TZVPD.

Computed properties:
- E (hartree) = -3583.103628
- frontier orbital gap (Eh) = 0.3185
- HOMO (eV) = -9.78
- ΔE to the lowest compared entry with this formula, charge and spin (eV) = 2.673

Atoms and positions in Å:
I  -3.606  0.032  0.369
Br  1.864  -0.939  0.367
Cl  1.005  1.302  -1.586
F  -1.782  -2.097  0.580
O  2.445  1.723  0.472
C  1.824  0.937  -0.144
C  -1.750  -0.957  -0.059

Entry 3:
A gas-phase ion, C25H35Cl2Si (charge +1) in a non-equilibrium geometry. Source: the OMol25 dataset; level of theory: wB97M-V/def2-TZVPD.

Computed properties:
- E (hartree) = -2183.233125
- charge = +1
- frontier orbital gap (Eh) = 0.2279
- HOMO (eV) = -11.36

Atoms and positions in Å:
Cl  -2.743  4.708  5.883
Cl  -5.711  -2.491  0.132
Si  1.490  -0.871  -2.319
C  3.268  -1.032  -1.756
C  -4.271  -1.657  0.553
C  -1.207  1.475  3.070
C  -1.167  3.766  3.911
C  -2.260  1.227  3.971
C  1.474  -1.796  1.066
C  0.201  1.726  0.312
C  -2.218  3.497  4.792
C  1.708  -2.556  -4.655
C  1.300  0.670  -3.379
C  -0.736  0.298  2.130
C  -1.934  -1.715  1.102
C  -2.752  2.202  4.848
C  0.173  -0.859  -0.908
C  4.319  -0.311  -2.616
C  -3.067  -2.374  0.624
C  -0.638  2.751  3.106
C  1.629  0.811  2.266
C  0.413  0.555  1.307
C  0.729  -0.685  0.436
C  -0.081  0.904  -4.001
C  0.996  -2.390  -3.313
C  -1.960  -0.344  1.397
C  -3.123  0.389  1.146
C  -4.304  -0.272  0.800
H  2.788  -2.697  -4.529
H  -0.029  1.751  -4.698
H  -2.722  0.238  4.013
H  -3.118  1.474  1.270
H  1.546  -1.698  -5.321
H  -5.225  0.288  0.692
H  -3.552  1.989  5.554
H  1.314  -2.757  0.555
H  5.304  -0.767  -2.447
H  1.593  1.530  -2.756
H  -0.832  1.152  -3.239
H  1.780  -0.034  2.957
H  -0.454  -0.487  2.851
H  1.178  -1.947  2.114
H  -0.435  0.031  -4.567
H  -3.009  -3.418  0.306
H  2.554  0.976  1.697
H  2.068  0.598  -4.166
H  -0.739  4.763  3.866
H  1.442  1.689  2.889
H  -1.014  -2.289  1.240
H  0.935  1.698  -0.507
H  -0.096  -2.345  -3.451
H  3.469  -2.116  -1.731
H  4.394  0.749  -2.339
H  4.104  -0.373  -3.692
H  0.239  3.024  2.524
H  -0.817  1.664  -0.097
H  1.318  -3.446  -5.166
H  0.309  2.691  0.811
H  2.566  -1.650  1.070
H  -0.592  -0.115  -1.182
H  3.318  -0.680  -0.715
H  1.193  -3.256  -2.662
H  -0.305  -1.852  -1.048

Entry 4:
A molecular structure, C5H12OSi2 in a non-equilibrium geometry. Source: the OMol25 dataset; level of theory: wB97M-V/def2-TZVPD.

Computed properties:
- E (hartree) = -851.879294
- frontier orbital gap (Eh) = 0.3558
- HOMO (eV) = -8.84
- ΔE to the lowest compared entry with this formula, charge and spin (eV) = 1.770

Atoms and positions in Å:
Si  2.662  0.789  0.642
Si  -0.204  -0.026  -0.519
O  1.213  0.259  0.152
C  -0.449  -1.940  -0.400
C  0.310  -2.678  0.458
C  -2.264  1.082  1.762
C  -0.314  0.677  -2.291
C  -1.770  1.349  0.577
H  2.455  1.777  1.610
H  -1.377  0.422  -2.788
H  0.698  0.384  -2.766
H  3.158  -0.586  1.137
H  0.842  -2.239  1.317
H  -3.025  1.701  2.309
H  -0.285  1.825  -2.190
H  -2.055  0.100  2.162
H  3.263  1.162  -0.550
H  0.261  -3.816  0.553
H  -0.928  -2.429  -1.116
H  -2.191  2.185  -0.059

Entry 5:
2 unconnected molecules or ions with the total composition C3H8OSe in a non-equilibrium geometry. Source: the OMol25 dataset; level of theory: wB97M-V/def2-TZVPD.

Computed properties:
- E (hartree) = -2595.580222
- frontier orbital gap (Eh) = 0.3060
- HOMO (eV) = -8.25
- ΔE to the lowest compared entry with this formula, charge and spin (eV) = 3.321

Atoms and positions in Å:
Se  -1.862  0.232  -0.345
O  0.789  0.616  -1.126
C  1.513  1.314  -0.110
C  -1.664  -1.781  -0.428
C  -1.398  0.437  1.380
H  -2.003  -2.471  -1.126
H  2.572  1.784  -0.360
H  1.612  0.834  0.890
H  1.249  0.187  -1.860
H  -2.194  -1.999  0.569
H  -0.651  -1.997  -0.286
H  0.840  2.139  0.185
H  -1.804  1.510  1.765

Entry 6:
3 unconnected molecules or ions with the total composition C2H11N2O2 in a non-equilibrium geometry. Source: the OMol25 dataset; level of theory: wB97M-V/def2-TZVPD.

Computed properties:
- E (hartree) = -342.491743
- charge = +1
- frontier orbital gap (Eh) = 0.3222
- HOMO (eV) = -11.94
- ΔE to the lowest compared entry with this formula, charge and spin (eV) = 2.631

Atoms and positions in Å:
O  -0.482  2.060  -2.610
O  -0.339  -2.809  0.657
N  -0.931  0.362  -0.412
N  1.412  -0.733  1.317
C  -0.235  0.965  0.725
C  0.991  0.521  1.175
H  0.252  1.920  -3.240
H  -0.357  0.806  -1.213
H  -1.806  0.747  -0.758
H  -0.446  -3.747  0.451
H  2.375  -1.017  1.396
H  1.768  1.289  1.185
H  -0.961  -0.570  -0.817
H  -1.013  2.745  -3.035
H  0.836  -1.558  1.421
H  -1.083  -2.664  1.260
H  -0.454  2.001  0.911

Entry 7:
2 unconnected molecules or ions with the total composition C5H14O2 in a non-equilibrium geometry. Source: the OMol25 dataset; level of theory: wB97M-V/def2-TZVPD.

Computed properties:
- E (hartree) = -349.358200
- frontier orbital gap (Eh) = 0.4010
- HOMO (eV) = -10.03
- ΔE to the lowest compared entry with this formula, charge and spin (eV) = 0.479

Atoms and positions in Å:
O  2.417  -0.517  0.940
O  -3.331  -2.412  1.190
C  -0.360  0.556  1.066
C  0.151  0.963  -0.297
C  -1.022  1.491  -1.141
C  2.291  -0.530  -0.504
C  0.893  -0.145  -1.028
H  0.845  1.795  -0.120
H  0.299  -1.034  -0.857
H  3.105  0.069  -0.915
H  -1.154  2.546  -0.960
H  -2.449  -2.771  1.312
H  -3.845  -2.684  1.955
H  2.895  0.281  1.170
H  1.002  0.122  -2.078
H  -0.828  1.423  -2.201
H  -0.754  1.450  1.528
H  0.456  0.162  1.655
H  -1.115  -0.247  0.976
H  2.472  -1.554  -0.828
H  -1.968  1.039  -0.863

Entry 8:
10 unconnected molecules or ions with the total composition C40H64N10 in a non-equilibrium geometry. Source: the OMol25 dataset; level of theory: wB97M-V/def2-TZVPD.

Computed properties:
- E (hartree) = -2109.994212
- frontier orbital gap (Eh) = 0.3114
- HOMO (eV) = -8.10
- ΔE to the lowest compared entry with this formula, charge and spin (eV) = 0.933

Atoms and positions in Å:
N  6.822  -2.789  3.353
N  -3.014  1.413  1.963
N  0.244  -4.618  0.370
N  3.082  1.040  -1.749
N  -0.679  2.954  -1.121
N  0.353  0.251  0.697
N  -4.759  -1.259  -5.268
N  -0.231  -4.234  -4.145
N  -0.561  3.991  2.592
N  -4.357  -1.572  1.716
C  -1.484  5.860  -2.716
C  1.786  -4.529  3.673
C  1.859  -1.342  0.481
C  0.315  -4.136  3.807
C  3.375  2.659  -3.211
C  6.810  -4.677  1.546
C  5.581  -4.828  0.659
C  -3.059  -0.277  -2.457
C  -0.331  5.468  -1.787
C  -4.983  5.794  1.379
C  2.413  1.954  -2.511
C  1.480  0.700  1.308
C  -0.621  3.013  3.187
C  4.579  1.928  -3.064
C  2.481  -0.266  1.151
C  0.931  -1.971  -4.810
C  -2.941  -1.455  -3.421
C  -0.223  -3.335  2.615
C  1.796  1.583  4.627
C  -2.937  5.765  -2.191
C  4.973  -3.504  0.125
C  -4.607  -3.049  0.087
C  0.268  -3.237  -4.429
C  -3.107  -1.792  1.203
C  -2.841  1.094  -3.090
C  0.540  -1.040  0.272
C  0.338  1.603  4.998
C  -4.320  3.356  0.827
C  -3.932  -1.343  -4.479
C  -3.234  -2.799  0.273
C  2.551  -2.336  -2.741
C  -5.286  -2.242  0.951
C  6.825  -3.577  2.518
C  0.107  -4.066  1.368
C  -0.685  1.731  3.861
C  -0.546  4.064  -1.391
C  1.701  -1.406  -3.623
C  -3.604  2.234  1.427
C  4.405  0.935  -2.111
C  -4.601  4.403  1.924
H  -4.013  -0.320  -1.923
H  0.175  0.623  5.457
H  -3.731  1.315  -3.684
H  -4.153  6.254  0.845
H  1.408  2.210  -2.218
H  -5.233  3.068  0.308
H  -2.462  -3.348  -0.248
H  5.699  -5.506  -0.186
H  4.558  -2.920  0.942
H  2.117  0.581  4.321
H  -1.972  -1.578  -3.913
H  -0.323  5.928  -0.793
H  -2.823  1.752  -2.220
H  -2.392  -0.428  -1.600
H  0.103  2.313  5.793
H  -5.794  5.647  0.667
H  -6.330  -2.219  1.217
H  2.073  -4.951  2.704
H  -0.302  -5.034  3.924
H  2.664  0.679  -0.901
H  1.973  -5.443  4.245
H  4.766  -5.292  1.226
H  -0.544  0.704  0.808
H  -3.076  6.038  -1.144
H  -0.326  -1.629  0.016
H  1.891  -2.933  -2.107
H  -4.631  -0.922  2.428
H  -3.249  4.736  -2.338
H  2.402  1.888  5.479
H  -1.241  6.817  -3.185
H  0.188  -1.266  -5.177
H  -3.680  4.477  2.509
H  0.087  -3.688  4.777
H  7.694  -4.603  0.911
H  5.487  2.315  -3.505
H  3.490  -0.190  1.518
H  1.603  1.709  1.664
H  -1.962  1.181  -3.724
H  -5.196  6.432  2.232
H  2.262  -2.319  0.261
H  4.228  -3.844  -0.594
H  -5.334  3.990  2.618
H  -0.507  0.949  3.124
H  -2.242  -1.271  1.574
H  1.588  -2.201  -5.651
H  2.430  -0.639  -3.900
H  5.780  -3.001  -0.411
H  -3.460  6.553  -2.730
H  2.168  2.140  3.762
H  -3.096  -2.419  -2.927
H  -1.308  -3.269  2.535
H  6.819  -5.649  2.045
H  0.269  -2.368  2.493
H  0.670  5.459  -2.218
H  3.158  -1.739  -2.066
H  2.461  -3.709  3.905
H  3.187  3.571  -3.754
H  -1.706  1.654  4.237
H  3.188  -2.965  -3.363
H  0.952  -0.900  -3.006
H  -5.071  -3.722  -0.616
H  -3.618  3.766  0.094
H  5.028  0.229  -1.595
H  -1.459  5.192  -3.582

Entry 9:
A molecular structure, C3H3NaO3 in a non-equilibrium geometry. Source: the OMol25 dataset; level of theory: wB97M-V/def2-TZVPD.

Computed properties:
- E (hartree) = -504.113524
- frontier orbital gap (Eh) = 0.2928
- HOMO (eV) = -9.20
- ΔE to the lowest compared entry with this formula, charge and spin (eV) = 1.101

Atoms and positions in Å:
Na  -2.823  -1.730  -0.057
O  -0.971  -0.444  -0.027
O  -0.700  -2.588  -0.393
O  1.105  -1.243  -0.416
C  -0.113  -1.329  -0.268
C  0.410  2.316  0.124
C  1.183  3.147  0.547
H  -0.046  1.319  0.153
H  1.972  3.807  0.863
H  -0.019  -3.256  -0.527

Entry 10:
A molecular structure, C27H24Cl3NO5PdSSi2 in a non-equilibrium geometry. Source: the OMol25 dataset; level of theory: wB97M-V/def2-TZVPD.

Computed properties:
- E (hartree) = -3959.872188
- frontier orbital gap (spin up / spin down) (Eh) = 0.2290 / 0.2290
- HOMO (spin up / spin down) (eV) = -8.79 / -8.79
- ΔE to the lowest compared entry with this formula, charge and spin (eV) = 7.264

Atoms and positions in Å:
Pd  -1.506  -3.023  0.635
Cl  -3.718  -2.629  0.974
Cl  -3.782  -4.330  -1.954
Cl  -4.093  -5.996  0.766
S  1.403  -3.237  0.320
Si  -1.114  0.481  0.198
Si  -2.828  -4.741  -0.202
O  0.431  -6.026  3.896
O  -1.380  -5.228  2.782
O  0.401  -3.389  -0.725
O  2.457  -4.205  0.397
O  -1.404  -0.845  1.061
N  0.477  -3.160  1.718
C  1.952  -1.605  0.287
C  -1.584  0.347  -1.641
C  3.996  1.010  -0.831
C  -3.203  4.456  1.471
C  3.211  3.391  -0.381
C  -3.897  3.252  1.506
C  0.786  0.651  0.101
C  -3.255  2.071  1.160
C  -1.887  1.344  -3.831
C  2.716  1.581  1.262
C  -1.578  1.465  -2.482
C  1.369  0.965  1.472
C  -0.324  -5.394  3.257
C  1.202  -0.689  -0.588
C  -1.227  3.291  0.750
C  -2.198  0.102  -4.367
C  2.929  1.899  -0.227
C  2.626  0.178  1.853
C  -1.912  2.074  0.771
C  2.000  0.126  -1.673
C  1.626  1.435  -0.938
C  -1.869  4.476  1.090
C  -1.929  -0.889  -2.195
C  2.709  -1.180  1.316
C  0.839  -3.689  2.823
C  -2.230  -1.016  -3.547
C  3.493  0.041  -1.583
H  1.855  -4.091  2.862
H  -1.972  -1.769  -1.566
H  3.224  -1.912  1.933
H  2.884  0.188  2.906
H  1.138  2.219  -1.517
H  -1.327  5.414  1.061
H  -2.490  -1.986  -3.956
H  4.060  -0.756  -2.051
H  -3.798  1.132  1.189
H  5.043  1.146  -0.582
H  0.373  -1.219  -1.042
H  0.494  -3.173  3.721
H  -1.883  2.224  -4.464
H  -0.178  3.313  0.468
H  -1.335  2.442  -2.075
H  3.103  2.312  1.962
H  -4.938  3.236  1.805
H  4.154  3.652  0.107
H  1.608  -0.020  -2.679
H  3.288  3.658  -1.436
H  2.411  3.979  0.074
H  -3.703  5.379  1.739
H  -2.406  0.007  -5.427
H  0.695  1.257  2.268

| no. | molar mass (g mol⁻¹) |
| --- | --- |
| 1 | 131.18 |
| 2 | 301.28 |
| 3 | 434.55 |
| 4 | 144.32 |
| 5 | 139.06 |
| 6 | 95.12 |
| 7 | 106.16 |
| 8 | 685.02 |
| 9 | 110.04 |
| 10 | 743.51 |